# 1
Density functional theory data (ωB97M-V/def2-TZVPD) for a molecular structure, C8H10ErO5.

CARTESIAN COORDINATES (ANGSTROEM)
Er: 0.92 0.55 -1.26
O: 3.66 -3.06 2.39
C: 2.80 -2.30 2.39
C: 1.24 -1.40 -2.54
O: 1.57 -2.36 -3.09
C: 2.59 2.19 -0.84
O: 3.45 2.94 -0.65
C: 3.09 -0.48 -1.01
O: 4.09 -1.07 -1.09
C: -0.50 0.89 2.41
C: -1.25 0.09 1.37
O: -0.75 0.43 0.04
C: -1.75 0.77 -0.97
C: -2.63 -0.42 -1.33
H: 0.54 0.56 2.52
H: -1.01 0.74 3.36
H: -0.50 1.97 2.20
H: -1.09 -0.98 1.48
H: -2.32 0.31 1.36
H: -2.35 1.58 -0.56
H: -1.22 1.18 -1.88
H: -3.16 -0.82 -0.46
H: -3.38 -0.10 -2.05
H: -2.04 -1.22 -1.80

Its spin multiplicity is 4. Its charge is +3. The electronic energy is -46282.63310 eV. The max |F| is 7.87 eV/A. Its expectation value of S² is 3.75.

# 2
Density functional theory data (ωB97M-V/def2-TZVPD) for C12H11BN2O6S in the gas phase.

CARTESIAN COORDINATES (ANGSTROEM)
O: -0.76 -3.11 -2.29
O: -1.77 3.71 -0.78
O: -2.04 2.51 1.55
O: 0.65 -1.69 -1.45
O: 4.78 -1.41 1.40
O: 3.36 -1.98 -0.50
B: 3.57 -1.40 0.74
C: 0.67 -0.24 2.89
C: -3.74 -0.01 -2.01
C: 1.80 -0.92 2.44
C: 0.18 0.85 2.19
C: 2.01 0.66 0.69
C: -2.85 -1.06 -2.24
C: -3.33 1.11 -1.31
C: -1.17 0.16 -1.08
C: 2.44 -0.50 1.31
C: 0.82 1.33 1.04
C: -1.53 -0.96 -1.77
C: -2.05 1.19 -0.82
N: 0.25 2.33 0.24
N: -0.48 -1.99 -1.85
S: -1.46 2.57 0.15
H: 5.39 -2.01 0.90
H: 2.45 -2.01 -0.89
H: 0.11 -0.66 3.69
H: -4.76 -0.06 -2.42
H: 2.27 -1.68 3.06
H: -0.71 1.31 2.60
H: 2.53 1.02 -0.18
H: -3.12 -1.88 -2.89
H: -4.05 1.88 -1.02
H: -0.14 0.28 -0.77
H: 0.67 2.62 -0.62

Its spin multiplicity is 1. The SMILES is O=[N+]([O-])c1cccc(S(=O)(=O)Nc2cccc(B(O)O)c2)c1. Its charge is 0. The electronic energy is -39397.95503 eV. As for the relative energy (zero: lowest compared OMol25 entry of this formula, charge and spin): 57.6 kJ/mol. The max |F| is 4.49 eV/A.